[1]
DFT (ωB97M-V with the def2-TZVPD basis set) results for a molecular structure, C18H30CdF6GeO4PS3.

Results
Total charge: -2
Highest occupied orbital energy (spin up / spin down), eV: -2.2579 / -2.6084
Gap between HOMO and LUMO (spin up / spin down), eV: 6.77 / 5.95
Calculated total energy, Ha: -5384.945600
Expectation value of S²: 0.78
Maximum force, eV/A: 0.48
Spin multiplicity: 2

Positions of all 64 atoms, in Å:
1 Cd 0.134 -0.639 0.004
2 C -2.485 2.815 1.638
3 C -2.717 1.330 1.400
4 C -4.083 0.905 1.930
5 O -1.689 0.670 2.133
6 C -2.658 1.075 -0.135
7 O -3.560 1.607 -0.790
8 O -1.697 0.404 -0.632
9 H -2.476 3.022 2.710
10 H -3.269 3.392 1.149
11 H -1.524 3.115 1.219
12 H -4.181 1.196 2.980
13 H -4.196 -0.177 1.855
14 H -4.869 1.371 1.339
15 H -1.866 -0.282 2.124
16 S 2.174 -2.603 -1.114
17 C 2.271 -2.310 -2.766
18 C 3.083 -3.173 -3.576
19 C 3.218 -3.009 -4.919
20 C 2.541 -1.943 -5.567
21 C 1.763 -1.092 -4.847
22 C 1.582 -1.219 -3.431
23 S 0.591 -0.099 -2.654
24 H 3.591 -3.982 -3.066
25 H 3.838 -3.690 -5.492
26 H 2.643 -1.807 -6.638
27 H 1.242 -0.278 -5.335
28 O 3.180 3.382 -1.520
29 S 1.908 2.740 -1.036
30 C 0.599 3.370 -2.111
31 C 0.575 4.862 -1.818
32 C 0.462 4.957 -0.292
33 C 1.297 3.808 0.307
34 H -0.322 2.859 -1.817
35 H 0.854 3.085 -3.130
36 H -0.234 5.382 -2.333
37 H 1.525 5.288 -2.149
38 H -0.581 4.827 0.002
39 H 0.786 5.930 0.080
40 H 0.723 3.176 0.984
41 H 2.204 4.132 0.817
42 C 0.816 -0.577 4.441
43 Ge 2.098 -0.910 2.999
44 C 3.815 -0.246 3.740
45 C 2.370 -2.824 2.713
46 C 1.718 0.027 1.363
47 H 1.099 -1.155 5.324
48 H -0.196 -0.853 4.158
49 H 0.833 0.483 4.698
50 H 4.108 -0.785 4.645
51 H 3.727 0.815 3.983
52 H 4.609 -0.357 2.999
53 H 2.591 -3.336 3.652
54 H 3.211 -2.965 2.031
55 H 1.488 -3.280 2.267
56 H 2.629 -0.025 0.758
57 H 1.524 1.076 1.604
58 F -0.812 -2.158 2.230
59 P -1.867 -3.192 1.510
60 F -2.760 -1.921 1.069
61 F -0.937 -4.431 1.952
62 F -2.875 -4.186 0.755
63 F -2.703 -3.308 2.883
64 F -0.978 -3.021 0.134

Forces on atoms 1 to 2 (eV/Å):
Cd 0.4051 0.2096 -0.0549
C -0.0576 0.0633 -0.0972

Charge distribution, Löwdin scheme, values in e: Cd 1.257; C -0.022; C -0.544; C -0.026; O -0.060; C -0.642; O -0.005; O -0.210; H 0.083; H 0.085; H 0.057; H 0.080; H 0.076; H 0.078; H 0.040; S 0.611; C -0.769; C -0.166; C -0.128; C -0.125; C -0.164; C -0.746; S 0.612; H 0.079; H 0.084; H 0.086; H 0.082; O -0.560; S 0.860; C -0.353; C -0.250; C -0.226; C -0.315; H 0.090; H 0.079; H 0.105; H 0.098; H 0.093; H 0.099; H 0.059; H 0.086; C -0.230; Ge 0.667; C -0.250; C -0.235; C -0.472; H 0.006; H -0.007; H 0.010; H -0.003; H 0.000; H 0.003; H 0.008; H 0.002; H -0.008; H -0.060; H -0.078; F -0.224; P 0.156; F -0.155; F -0.157; F -0.148; F -0.156; F -0.236


[2]
DFT (ωB97M-V with the def2-TZVPD basis set) results for 2 unconnected molecules or ions with the total composition C4H7NS2 at a distorted geometry.

Results
Highest occupied orbital energy, eV: -9.0581
Gap between HOMO and LUMO, eV: 7.78
Calculated total energy, Ha: -1007.528396
Maximum force, eV/A: 4.70
Spin multiplicity: 1

Positions of all 14 atoms, in Å:
1 C 0.772 -1.005 -0.563
2 C -0.338 -0.723 0.642
3 C -1.365 0.488 0.379
4 C -0.912 1.534 -0.561
5 H 3.273 -0.866 0.219
6 H 0.004 -1.467 -1.397
7 H 1.206 -0.096 -1.053
8 H -0.506 -1.730 1.062
9 H 0.456 1.094 1.286
10 H -2.529 0.484 0.482
11 H 0.217 1.910 -0.230
12 N -0.354 0.398 1.528
13 S 1.906 -2.262 -0.024
14 S -1.829 2.240 -1.772

Forces on atoms 1 to 2 (eV/Å):
C -4.2933 0.2110 -0.7175
C 1.1830 1.0899 -2.5003

Charge distribution, Löwdin scheme, values in e: C -0.680; C -0.321; C -0.298; C -0.676; H 0.111; H 0.123; H 0.054; H 0.104; H 0.117; H 0.156; H 0.114; N 0.004; S 0.577; S 0.616


Values of molecular weight, in order: 736.62, 133.24, all in g/mol.
Values of energy relative to the best compared isomer or geometry (same formula, charge and spin), in order: 10.3, 129.2, all in kcal per mole.